ORCA calculation (the ωB97M-V functional and the def2-TZVPD basis) on a structure of composition C6H6BCaF7NO5S at a distorted geometry.

```
28
Properties=species:S:1:pos:R:3:mulliken_charge:R:1
C -1.498 -0.298 2.204 -0.944
B -1.803 -0.973 0.776 0.633
O -2.828 -1.944 0.703 -0.420
C -1.032 -0.585 -0.559 0.139
N 0.173 -1.421 -0.764 -0.198
S 1.419 -1.022 0.267 0.900
O 2.621 -1.646 -0.255 -0.604
O 1.198 -1.610 1.630 -0.644
C 1.715 0.802 0.483 0.581
F 2.716 0.891 1.437 -0.278
F 0.631 1.445 1.069 -0.246
C 2.273 1.567 -0.785 0.608
F 3.300 0.940 -1.405 -0.230
F 2.781 2.762 -0.310 -0.289
C 1.209 1.947 -1.883 0.622
F 0.162 2.665 -1.416 -0.203
F 1.857 2.767 -2.770 -0.259
F 0.820 0.869 -2.626 -0.201
C -2.024 -0.892 -1.775 0.084
O -2.671 0.028 -2.288 -0.671
O -2.158 -2.095 -2.188 -0.677
H -0.478 -0.551 2.614 -0.308
H -2.277 -0.741 2.940 0.524
H -1.661 0.814 2.185 0.359
H -3.659 -1.419 0.707 0.345
H -0.874 0.523 -0.598 0.084
H 0.456 -1.523 -1.745 0.363
Ca -0.368 -1.300 4.352 1.928
```

Properties
net charge: +1
LUMO energy: -7.8143 eV
gap between HOMO and LUMO: 0.0758 Ha



ORCA calculation (the ωB97M-V functional and the def2-TZVPD basis) on a structure of composition C9H17AsClN2O4S5SbW at a distorted geometry.

```
41
Properties=species:S:1:pos:R:3:mulliken_charge:R:1
W -0.734 -0.511 -0.393 0.386
S -4.543 -1.818 -1.225 -0.555
Sb -3.287 -1.003 0.421 0.801
S -1.042 -2.651 0.603 -0.460
S -2.085 1.346 -0.159 -0.363
S -4.257 -0.622 2.389 -0.572
C 1.563 -1.070 2.476 -1.075
As -0.142 -0.241 2.096 0.664
C -1.102 -0.977 3.584 -1.147
C 0.110 1.527 2.841 -1.216
H 1.872 -0.762 3.473 0.482
H 2.319 -0.775 1.752 0.291
H 1.429 -2.149 2.444 0.325
H -0.426 -0.883 4.433 0.482
H -1.353 -2.017 3.402 0.369
H -2.015 -0.419 3.746 0.297
H 0.401 1.402 3.881 0.436
H -0.839 2.057 2.786 0.326
H 0.867 2.101 2.312 0.408
O -1.351 -1.654 -2.053 -0.546
Cl -1.357 -0.519 -3.086 1.714
O -2.608 0.097 -3.223 -0.488
O -0.823 -1.002 -4.313 -0.624
O -0.347 0.378 -2.397 -0.569
C 3.661 0.086 -4.429 -1.460
C 3.004 -0.542 -3.250 0.815
C 2.401 -1.771 -3.241 -0.804
C 1.662 -2.158 -2.110 0.744
N 1.373 -1.287 -1.136 0.042
C 1.970 -0.075 -1.170 0.185
S 1.373 1.148 -0.200 -0.363
N 2.923 0.184 -2.110 0.009
C 1.149 -3.544 -2.000 -1.246
H 3.799 -0.637 -5.227 0.376
H 4.629 0.518 -4.168 0.401
H 3.014 0.888 -4.791 0.342
H 2.457 -2.422 -4.100 0.402
H 3.276 1.133 -2.109 0.334
H 0.986 -3.975 -2.986 0.393
H 0.239 -3.582 -1.406 0.127
H 1.914 -4.138 -1.488 0.332
```

Properties
ΔE to the lowest compared entry with this formula, charge and spin: 204.9 kJ/mol
multiplicity: 3
net charge: 0
LUMO energy (spin up / spin down): -1.8973 / -1.8753 eV
gap between HOMO and LUMO (spin up / spin down): 0.1958 / 0.2049 Ha



ORCA calculation (the ωB97M-V functional and the def2-TZVPD basis) on a cluster of 10 separate species, C46H120N8O15 in total at a distorted geometry.

```
189
Properties=species:S:1:pos:R:3:mulliken_charge:R:1
C -8.678 14.865 4.380 -0.179
C -8.056 16.080 5.125 -0.367
O -6.909 15.694 5.816 -0.572
H -8.967 14.014 4.998 -0.341
H -7.997 14.386 3.676 0.334
H -9.501 15.213 3.757 0.295
H -8.578 16.429 6.016 0.270
H -7.880 16.935 4.472 0.289
H -7.092 15.187 6.611 0.301
C -13.206 14.620 1.186 -0.862
C -12.609 13.317 1.799 0.534
O -11.418 13.590 2.595 -0.408
H -13.478 15.325 1.972 0.317
H -14.065 14.194 0.666 0.093
H -12.601 14.954 0.343 0.383
H -12.310 12.602 1.033 0.059
H -13.302 12.683 2.352 -0.260
H -11.403 12.848 3.204 0.179
C -13.179 12.142 -2.281 -0.715
O -13.840 13.373 -2.500 -0.384
C -15.143 13.122 -3.085 -0.524
C -15.993 14.439 -3.092 -0.240
N -17.442 14.328 -3.363 -0.297
C -18.316 15.533 -3.145 0.649
C -19.753 15.202 -2.892 0.274
O -20.504 15.036 -4.114 -0.392
C -21.356 16.189 -4.353 -0.793
H -13.522 11.679 -1.356 0.172
H -12.102 12.296 -2.214 0.305
H -13.237 11.498 -3.159 0.445
H -15.575 12.238 -2.616 0.243
H -14.983 12.776 -4.106 0.419
H -15.512 15.134 -3.779 0.602
H -15.754 14.807 -2.094 -0.115
H -17.792 13.511 -2.883 -0.060
H -18.320 16.124 -4.061 0.458
H -17.942 16.236 -2.400 -0.581
H -20.225 15.749 -2.076 0.263
H -19.773 14.200 -2.463 -0.518
H -22.236 15.813 -4.874 0.337
H -20.907 17.101 -4.747 0.275
H -21.805 16.553 -3.429 0.330
C -16.814 9.681 4.419 -0.740
O -15.843 10.634 4.747 -0.085
C -16.131 11.624 5.683 -0.924
C -15.279 12.853 5.635 -0.309
N -13.913 12.507 5.823 -0.237
C -12.906 13.493 5.744 -0.755
C -11.637 12.646 5.819 -0.580
O -11.427 11.813 4.651 -0.048
C -10.313 10.999 4.700 -0.648
H -16.145 8.899 4.058 0.185
H -17.471 10.165 3.697 0.153
H -17.306 9.241 5.286 0.391
H -16.101 11.134 6.656 0.382
H -17.138 12.035 5.615 0.546
H -15.436 13.681 6.326 0.249
H -15.391 13.320 4.657 0.139
H -13.665 11.570 5.538 0.253
H -13.029 14.148 6.606 0.404
H -13.018 14.059 4.818 0.205
H -11.535 12.122 6.769 0.534
H -10.916 13.460 5.886 0.190
H -9.367 11.394 5.069 -0.130
H -10.088 10.656 3.690 0.202
H -10.567 10.261 5.460 0.515
C -13.970 9.667 2.128 -0.543
O -13.055 9.999 1.130 -0.104
C -11.722 9.374 1.233 -0.608
C -11.719 8.013 0.627 -0.883
N -11.694 7.032 1.720 0.061
C -11.141 5.730 1.426 -0.758
C -11.130 4.883 2.773 -0.654
O -12.503 4.671 3.192 -0.324
C -12.696 3.973 4.386 -0.730
H -13.798 10.362 2.950 0.419
H -13.975 8.672 2.572 0.369
H -14.982 9.839 1.763 -0.139
H -11.514 9.431 2.301 0.130
H -11.219 10.242 0.806 0.526
H -10.758 8.069 0.117 0.400
H -12.530 7.724 -0.042 0.351
H -12.114 7.288 2.602 0.183
H -10.137 5.861 1.022 0.377
H -11.726 5.286 0.621 0.323
H -10.435 5.358 3.465 0.387
H -10.744 3.895 2.523 0.444
H -11.819 4.051 5.028 0.296
H -12.994 2.933 4.250 0.266
H -13.624 4.192 4.914 0.263
C -4.469 7.044 8.126 -0.853
O -5.406 8.085 7.886 -0.381
C -5.726 8.367 6.561 -0.647
C -6.422 9.788 6.459 -0.481
N -7.497 9.767 7.499 -0.318
C -7.583 11.054 8.150 -0.809
C -7.753 12.328 7.267 0.265
O -7.402 13.503 7.999 -0.488
C -8.118 13.855 9.207 -0.834
H -4.395 6.360 7.280 0.330
H -4.709 6.273 8.858 0.315
H -3.443 7.338 8.347 0.301
H -6.309 7.565 6.109 0.358
H -4.811 8.438 5.973 0.443
H -6.919 9.900 5.495 0.224
H -5.602 10.500 6.545 0.361
H -7.194 9.155 8.243 0.308
H -6.686 11.145 8.763 0.443
H -8.392 10.980 8.877 0.366
H -8.786 12.326 6.920 -0.270
H -7.136 12.300 6.369 0.432
H -8.996 13.246 9.422 0.317
H -8.604 14.826 9.111 0.312
H -7.504 14.042 10.088 0.302
C -21.285 20.986 -0.279 -0.796
O -20.855 19.654 -0.258 -0.270
C -20.435 19.223 1.035 -0.661
C -19.598 17.967 0.796 -0.880
N -18.529 17.954 -0.179 0.300
C -17.230 18.466 0.308 -0.494
C -16.292 18.326 -0.907 0.052
O -14.913 18.712 -0.595 -0.257
C -13.796 18.155 -1.258 -0.627
H -21.429 21.434 0.705 0.335
H -22.226 20.921 -0.826 0.248
H -20.539 21.502 -0.882 0.260
H -21.127 18.933 1.825 0.426
H -19.804 19.857 1.657 0.404
H -20.217 17.263 0.239 0.328
H -19.505 17.439 1.745 0.134
H -18.863 18.428 -1.006 0.327
H -16.788 17.746 0.997 0.039
H -17.321 19.459 0.747 0.296
H -16.590 19.025 -1.689 0.210
H -16.329 17.291 -1.247 -0.251
H -13.420 17.457 -0.510 0.070
H -13.010 18.844 -1.566 0.280
H -14.155 17.483 -2.038 0.383
C -16.516 11.820 0.563 -1.507
C -17.714 12.650 -0.029 1.069
C -18.701 11.898 -0.877 -1.158
O -18.111 11.270 -1.997 -0.349
C -19.113 10.910 -2.952 -0.921
N -18.421 13.215 1.091 -0.002
H -16.916 11.084 1.260 0.212
H -15.729 12.382 1.065 0.280
H -16.168 11.252 -0.300 0.474
H -17.359 13.472 -0.650 -0.452
H -19.569 12.522 -1.091 0.380
H -19.139 11.182 -0.182 0.604
H -19.980 11.571 -2.962 0.360
H -19.409 9.868 -2.830 0.296
H -18.781 10.955 -3.989 0.307
H -18.986 12.577 1.633 0.234
H -18.870 14.110 0.952 0.044
C -18.019 17.681 5.124 -1.395
C -17.907 16.144 5.121 1.019
C -19.205 15.465 5.365 -1.062
O -19.101 14.106 5.626 -0.352
C -19.335 13.225 4.606 -0.775
N -17.448 15.802 3.754 0.088
H -17.092 18.239 4.993 0.339
H -18.387 18.034 6.087 0.439
H -18.777 18.063 4.440 0.182
H -17.162 15.754 5.815 0.003
H -20.001 15.810 4.705 0.386
H -19.583 15.892 6.294 0.322
H -19.567 12.171 4.755 0.534
H -18.507 13.177 3.898 -0.037
H -20.048 13.629 3.888 0.416
H -16.460 16.003 3.698 0.141
H -17.589 14.838 3.485 -0.175
C -13.248 19.485 3.009 -1.125
C -12.262 20.435 2.277 0.351
C -12.993 21.171 1.160 -0.012
O -12.209 21.861 0.198 -0.354
C -12.765 22.109 -1.072 -0.559
N -11.516 21.332 3.132 -0.723
H -12.997 19.100 3.997 0.398
H -13.205 18.556 2.441 0.156
H -14.304 19.758 3.015 0.277
H -11.608 19.817 1.662 0.331
H -13.683 21.815 1.707 0.291
H -13.467 20.423 0.524 -0.241
H -13.191 21.231 -1.556 0.155
H -12.041 22.577 -1.740 0.240
H -13.482 22.898 -0.847 0.302
H -10.974 21.889 2.488 0.292
H -12.027 22.023 3.663 0.258
```

Properties
ΔE to the lowest compared entry with this formula, charge and spin: 687.2 kJ/mol
net charge: 0
structure (SMILES): COC[C@H](C)N.COC[C@H](C)N.COC[C@H](C)N.COCCNCCOC.COCCNCCOC.COCCNCCOC.COCCNCCOC.COCCNCCOC.CCO.CCO
LUMO energy: 0.5364 eV
gap between HOMO and LUMO: 0.3168 Ha



ORCA calculation (the ωB97M-V functional and the def2-TZVPD basis) on a cluster of 2 separate species, C6H16N3O in total at a distorted geometry.

```
26
Properties=species:S:1:pos:R:3:mulliken_charge:R:1
C -0.758 0.681 1.273 0.216
C -0.838 -0.309 -1.983 0.181
C 2.499 1.263 1.881 -1.126
C 0.488 -0.744 2.809 -1.308
C -0.869 -1.498 -4.130 -0.810
C 1.583 0.481 1.038 -0.692
N -1.851 0.626 1.962 -0.344
N 0.337 0.041 1.609 0.155
N -1.267 -0.493 -3.200 -0.138
O -1.471 0.421 -1.163 -0.723
H -0.834 1.286 0.376 0.506
H -0.098 -0.964 -1.587 0.248
H 3.542 1.324 1.463 0.352
H 2.210 2.272 2.023 0.335
H 2.561 0.726 2.883 0.312
H 0.632 -0.086 3.681 0.456
H -0.412 -1.331 2.995 0.442
H 1.363 -1.358 2.828 0.387
H -0.171 -0.942 -4.919 0.277
H -0.315 -2.239 -3.718 0.340
H -1.741 -1.882 -4.535 0.304
H 1.327 1.032 0.094 0.361
H 1.951 -0.412 0.695 0.479
H -2.767 1.174 1.898 0.312
H -1.925 0.288 -3.570 0.321
H -1.791 0.356 2.876 0.156
```

Properties
ΔE to the lowest compared entry with this formula, charge and spin: 127.4 kJ/mol
net charge: +1
LUMO energy: -2.4165 eV
gap between HOMO and LUMO: 0.3852 Ha



ORCA calculation (the ωB97M-V functional and the def2-TZVPD basis) on a structure of composition C33H37N6O6PS3Ti at a distorted geometry.

```
87
Properties=species:S:1:pos:R:3:mulliken_charge:R:1
Ti -0.189 -0.034 0.100 -1.116
O 4.893 2.229 -0.436 -0.694
C 4.031 3.180 -0.833 0.491
C 4.565 4.393 -1.269 -0.718
C 3.732 5.406 -1.696 -0.343
C 2.348 5.239 -1.702 -1.039
C 1.815 4.042 -1.270 -0.500
C 2.638 3.003 -0.828 0.004
C 2.017 1.747 -0.385 0.944
O 0.726 1.665 -0.391 0.818
N 2.754 0.755 0.021 -0.979
N 1.927 -0.287 0.432 0.819
C 2.559 -1.263 0.985 -0.505
C 1.942 -2.381 1.633 0.603
C 2.729 -3.369 2.236 -0.910
C 2.141 -4.408 2.922 -0.889
C 0.749 -4.461 3.023 -0.585
C -0.048 -3.499 2.436 -0.866
C 0.546 -2.458 1.722 0.664
O -0.203 -1.548 1.123 0.962
H 4.373 1.436 -0.170 0.561
H 5.640 4.508 -1.264 0.445
H 4.163 6.340 -2.034 0.373
H 1.700 6.035 -2.042 0.435
H 0.745 3.876 -1.269 0.490
H 3.645 -1.199 1.003 0.316
H 3.808 -3.304 2.155 0.429
H 2.749 -5.174 3.381 0.403
H 0.284 -5.275 3.563 0.444
H -1.127 -3.548 2.486 0.325
O -0.740 0.950 1.675 -0.458
N -1.274 2.175 1.664 0.313
C -1.117 2.892 2.800 -0.322
C -1.671 4.130 2.919 -0.807
C -2.408 4.636 1.838 -0.211
C -2.552 3.889 0.702 -0.916
C -1.967 2.610 0.586 1.048
S -2.077 1.607 -0.779 -0.542
H -0.531 2.390 3.555 0.504
H -1.533 4.691 3.830 0.436
H -2.858 5.618 1.899 0.405
H -3.108 4.256 -0.149 0.486
C -4.260 -3.406 -1.922 -1.062
C -3.029 -4.251 -1.644 0.339
C -2.627 -4.209 -0.183 -0.946
O -1.964 -3.884 -2.562 -0.177
P -0.718 -2.910 -2.309 0.306
S 0.731 -3.673 -1.278 -0.543
S -1.569 -1.169 -1.618 -0.266
O -0.230 -2.662 -3.802 -0.233
C -0.992 -2.492 -5.019 0.620
C -2.122 -1.491 -4.883 -0.979
C -1.450 -3.836 -5.555 -1.469
H -5.122 -3.855 -1.425 0.502
H -4.465 -3.368 -2.993 0.281
H -4.130 -2.391 -1.547 0.050
H -3.242 -5.284 -1.925 0.272
H -2.426 -3.183 0.132 -0.149
H -1.742 -4.813 0.006 0.392
H -3.459 -4.593 0.411 0.545
H -0.245 -2.079 -5.700 0.353
H -2.885 -1.842 -4.188 0.078
H -2.586 -1.358 -5.862 0.510
H -1.757 -0.526 -4.534 0.124
H -2.306 -4.214 -4.998 0.204
H -0.642 -4.564 -5.487 0.335
H -1.732 -3.729 -6.604 0.489
N -4.440 -0.283 0.642 0.196
C -5.579 -0.762 1.182 -0.385
C -5.203 -1.559 2.238 -0.864
C -3.795 -1.488 2.244 -0.461
N -3.344 -0.716 1.269 0.061
H -4.307 0.322 -0.155 0.110
H -6.546 -0.508 0.783 0.459
H -5.847 -2.106 2.903 0.415
H -3.094 -1.967 2.910 0.514
C 2.660 0.101 -4.769 -0.477
C 1.554 0.883 -4.473 -0.935
C 0.912 0.686 -3.263 -0.341
N 1.305 -0.219 -2.367 1.281
C 2.364 -0.969 -2.660 -0.248
C 3.072 -0.844 -3.845 -1.231
H 3.190 0.227 -5.705 0.417
H 1.194 1.636 -5.160 0.503
H 0.043 1.276 -2.989 0.244
H 2.642 -1.712 -1.923 0.341
H 3.925 -1.481 -4.031 0.507
```

Properties
ΔE to the lowest compared entry with this formula, charge and spin: 53.2 kJ/mol
net charge: 0
LUMO energy: -0.5312 eV
gap between HOMO and LUMO: 0.2664 Ha



> What is the net charge in the second record?

0



> Look up the net charge of the third one.

0